Record 1
49
Properties=species:S:1:pos:R:3 method="wB97M-V/def2-TZVPD" gap_ev="7.77 / 4.11" s2=8.7952 e_homo_ha="-0.52184 / -0.55143" e_tot_ha=-1343.3631 charge=+2 spin_multiplicity=6 e_lumo_ev="-6.430 / -10.899"
C -3.44127 -0.54350 -0.95062
C -3.82745 0.68145 -1.76764
H -3.67883 -1.45818 -1.49791
H -4.02312 -0.59653 -0.02673
H -2.38624 -0.65701 -0.61581
H -3.16990 0.82457 -2.62696
H -4.84443 0.55502 -2.14666
H -3.85273 1.59139 -1.16933
C -0.33144 -2.64190 -1.08343
C 0.50817 -3.74972 -1.14757
C 1.75393 -3.66049 -1.77357
C 2.10530 -2.45144 -2.35958
H -1.32496 -2.66439 -0.64785
H 0.17183 -4.68202 -0.70973
H 2.42901 -4.52037 -1.82306
H 3.04397 -2.30379 -2.89203
N 0.06961 -1.44738 -1.56470
C 1.23749 -1.34757 -2.26162
C 1.50665 -0.03422 -2.79669
N 0.55909 0.90122 -2.45515
C 0.71302 2.17592 -2.90379
C 2.79842 1.61406 -3.99165
C 1.81692 2.55349 -3.66319
H -0.07592 2.87864 -2.63304
H 1.85991 3.59321 -3.98429
C 2.64910 0.30807 -3.54570
H 3.37630 -0.47652 -3.75038
H 3.65590 1.90726 -4.58554
Ir -1.00614 0.33935 -1.20760
C -1.52110 2.20672 -0.87243
H -1.93066 2.59340 -1.82713
H -0.64225 2.80676 -0.58044
H -2.29214 2.25731 -0.08422
O 1.40337 0.16912 0.50557
C 0.41031 0.06922 1.23358
O -0.82325 -0.07319 0.77739
C 0.47617 0.12334 2.74397
C -0.43421 0.94907 3.42782
C -0.37808 1.05196 4.81317
C 0.56952 0.28771 5.51923
C 1.44987 -0.57687 4.84034
C 1.41814 -0.64085 3.45297
N 0.64032 0.40461 6.94748
O -0.12032 1.21313 7.53247
O 1.46079 -0.32045 7.55636
H -1.19551 1.51580 2.88499
H -1.02649 1.72812 5.37013
H 2.15684 -1.14795 5.42975
H 2.08648 -1.30563 2.91080

***

Record 2
95
Properties=species:S:1:pos:R:3 method="wB97M-V/def2-TZVPD" gap_ev="5.80 / 4.19" s2=0.7598 e_homo_ha="-0.39247 / -0.39247" e_tot_ha=-1862.0242 charge=+1 spin_multiplicity=2 e_lumo_ev="-4.880 / -6.487"
Ag -2.77771 -0.68835 -1.30240
C 2.01669 1.61758 -0.35274
C 0.78914 0.72899 -0.63387
O 0.44775 0.51616 -1.78767
O 0.06767 0.20633 0.25107
H 2.11488 2.07623 0.63118
H 2.00545 2.39626 -1.11539
H 2.96579 1.12249 -0.55817
C -7.48743 -3.65487 -0.21592
C -6.48944 -2.49600 0.09059
C -5.60283 -2.96270 1.24062
O -4.37879 -2.24957 1.30072
C -3.77513 -2.30510 2.60420
N -5.70396 -2.46193 -1.11660
H -8.28125 -3.30152 -0.87400
H -7.92872 -4.02738 0.70854
H -6.94959 -4.50049 -0.64459
H -6.83317 -1.46967 0.21939
H -5.39348 -4.02789 1.14254
H -6.13775 -2.70676 2.15520
H -4.50100 -1.97723 3.34831
H -2.93749 -1.62795 2.77135
H -3.46067 -3.31341 2.87352
H -5.55567 -3.41021 -1.43103
H -6.34297 -2.08764 -1.80340
C 0.87619 5.27556 4.45281
C -0.22776 4.32032 4.46341
C -0.26653 3.17529 5.61040
O 0.91645 2.45390 5.79424
C 1.60918 1.72430 4.72429
N -1.52020 4.87800 4.35372
H 1.79186 4.86672 4.02559
H 0.88649 5.82858 5.39205
H 0.61234 6.18330 3.91014
H -0.07402 3.79374 3.52150
H -1.15271 2.55377 5.48196
H -0.48799 3.68442 6.54839
H 2.03776 2.46523 4.04942
H 1.00492 0.97246 4.21664
H 2.37943 1.21733 5.30549
H -1.72203 5.63720 3.71890
H -2.00706 4.16247 3.83307
C -0.77834 -4.54290 -3.74589
C -2.03278 -4.67664 -2.93070
C -2.55338 -6.12569 -2.54378
O -3.72085 -6.04304 -1.61887
C -4.43071 -7.16029 -1.32481
N -1.77557 -3.89232 -1.73519
H -0.79810 -4.89615 -4.77687
H 0.09578 -5.08116 -3.37942
H -0.52748 -3.48403 -3.80894
H -2.87341 -4.21573 -3.44936
H -1.93239 -6.75438 -1.90564
H -2.82561 -6.64871 -3.46053
H -5.25141 -6.91671 -0.65012
H -3.70651 -7.83980 -0.87548
H -4.89506 -7.54845 -2.23134
H -2.48181 -4.38595 -1.20827
H -0.93658 -4.29599 -1.34372
C 1.70940 7.71486 -0.27801
C 1.02157 6.33278 -0.47765
O 0.48422 6.17239 -1.70493
H 0.87939 8.41920 -0.22253
H 2.14588 7.92786 -1.25383
H 2.28480 7.81402 0.64241
H 0.27895 6.28186 0.31861
H 1.74573 5.54573 -0.26729
H 1.21209 6.16960 -2.33086
C 1.54341 -3.66397 2.51384
C 2.37040 -4.08136 1.28486
O 2.10361 -5.43331 0.82614
H 1.87111 -4.38521 3.26252
H 0.46486 -3.74838 2.38083
H 1.66030 -2.62598 2.82533
H 3.43703 -4.19838 1.47654
H 2.14186 -3.43754 0.43555
H 2.93928 -5.85741 0.61782
C 3.50623 0.55091 -5.15588
C 2.67694 1.38197 -6.12315
O 1.69889 1.95648 -5.39004
H 2.90398 -0.28076 -4.79020
H 3.82047 1.11567 -4.27817
H 4.31878 0.10750 -5.73143
H 2.27469 0.54329 -6.69140
H 3.16573 2.08127 -6.80151
H 1.39342 1.31330 -4.74614
C 7.10817 3.77858 -1.19258
C 8.13734 4.31919 -0.18568
O 9.11220 4.94454 -0.96963
H 6.17363 3.40487 -0.77417
H 7.56576 3.19913 -1.99442
H 6.66597 4.66472 -1.64790
H 8.71521 3.50883 0.25870
H 7.71280 4.94891 0.59618
H 9.65341 5.43480 -0.34645

***

Record 3
126
Properties=species:S:1:pos:R:3 method="wB97M-V/def2-TZVPD" gap_ev=1.20 e_homo_ha=-0.20605 e_tot_ha=-7375.2911 charge=-1 e_lumo_ev=-4.408
C 1.15688 -7.35758 1.67118
C 0.43763 -6.17606 1.55510
C 1.02132 -4.83660 2.17115
I 2.53154 -5.45076 3.60261
C -0.13270 -4.13928 3.01996
N -0.12659 -2.64791 2.89704
P -1.19370 -2.03225 4.14417
O -1.59694 -0.60196 4.09205
O -2.56231 -2.95393 4.31846
O -0.33947 -2.28789 5.54592
C -0.35558 -2.11139 1.45234
C 0.32148 -0.70154 1.51998
C -0.38819 0.44943 0.75477
C -0.98938 1.57123 1.69281
C -0.39424 2.95340 1.20539
N 0.96400 2.98376 1.76260
C -1.91371 -2.10797 1.24937
C -2.39968 -2.19640 -0.25029
C -3.90341 -1.71534 -0.38588
C -4.18740 -1.44194 -1.92170
C -3.57444 -0.05519 -2.30470
O -4.27900 0.53682 -3.40145
C -4.01110 -0.18277 -4.61229
C 0.28710 -3.16625 0.51323
C 0.63626 -2.81370 -0.95704
C 1.09135 -1.39610 -1.38216
C 1.60958 -1.52841 -2.86130
C 2.13800 -0.14484 -3.35519
S 2.79911 -0.38154 -5.04255
O 3.19512 -1.80649 -5.17723
O 3.96231 0.47288 -5.34068
Cl 1.21649 -0.05091 -6.32263
N 1.42279 -3.94002 1.09057
C 2.65422 -3.16726 1.23732
C 3.86161 -4.00879 0.63345
C 4.63464 -3.23751 -0.47815
N 6.08395 -3.23587 -0.13246
H 2.19893 -7.42159 1.30320
H 0.76198 -8.25781 2.17169
H -0.50913 -6.14197 0.99328
H -0.03012 -4.39812 4.09660
H -1.08659 -4.61146 2.70333
H 0.83612 -2.34266 3.13188
H -3.32584 -2.38021 4.16734
H -1.01837 -2.38231 6.23022
H 0.47059 -0.33386 2.56440
H 1.35724 -0.73924 1.12316
H 0.38462 0.97778 0.16322
H -1.15234 0.14272 0.02435
H -2.08618 1.58788 1.55443
H -0.66501 1.46827 2.74403
H -0.37675 3.01153 0.10013
H -1.02342 3.76759 1.65148
H 1.58589 3.58740 1.23423
H 0.95393 3.21757 2.75371
H -2.31335 -3.03822 1.71849
H -2.40346 -1.20233 1.66340
H -2.41196 -3.25387 -0.59403
H -1.79245 -1.59817 -0.95728
H -4.53771 -2.55091 -0.02016
H -4.09887 -0.80473 0.21320
H -5.27461 -1.52049 -2.11351
H -3.61030 -2.22742 -2.45761
H -3.62670 0.63783 -1.43729
H -2.48538 -0.16752 -2.58327
H -3.22299 -0.94663 -4.46159
H -3.70926 0.53156 -5.40510
H -4.95841 -0.66591 -4.93472
H -0.50481 -3.95154 0.39937
H 1.43602 -3.53145 -1.26443
H -0.21259 -3.07958 -1.62418
H 0.18856 -0.72769 -1.45627
H 1.91968 -0.92717 -0.81868
H 0.85619 -1.96104 -3.54294
H 2.49970 -2.19018 -2.80004
H 1.37213 0.65123 -3.28525
H 3.00196 0.19344 -2.74311
H 2.68451 -2.24061 0.62897
H 2.88435 -2.80426 2.27392
H 3.44950 -4.96974 0.26828
H 4.54769 -4.28398 1.46739
H 4.24664 -2.21805 -0.68743
H 4.55008 -3.85131 -1.40973
H 6.21330 -2.76598 0.75998
H 6.55447 -2.70091 -0.85927
F 2.23323 2.30256 3.67927
Mg 0.89436 -6.69367 5.53187
Cl 3.43993 -5.67972 -2.18256
C 3.90226 -5.70846 -3.90910
C 3.08966 -4.72899 -4.72624
Cl 1.38376 -5.22596 -4.84874
H 3.78329 -6.72805 -4.27109
H 4.95966 -5.44885 -3.95994
H 3.48020 -4.67726 -5.74211
H 3.11820 -3.72743 -4.30326
O 1.80646 -3.12973 -8.67583
P 2.59387 -2.05399 -9.42510
O 1.83587 -0.72827 -9.33805
O 2.75650 -2.44218 -10.89531
O 3.97862 -1.92108 -8.79125
C -2.98288 6.70818 2.52379
O -1.79084 5.98995 2.24255
H -3.70374 6.02643 2.96593
H -2.77829 7.52212 3.24365
H -3.39292 7.12275 1.60263
H -1.15483 6.60274 1.84758
Mg -1.74444 8.90731 3.06301
C -6.61159 7.87915 1.58204
O -5.40471 8.06948 1.70377
N -7.53617 8.80432 1.95343
N -7.11816 6.72905 1.06576
H -8.52511 8.67090 1.86280
H -7.19503 9.66574 2.33780
H -6.46239 6.02502 0.77941
H -8.09832 6.55190 0.95615
C 2.40300 10.81207 2.19138
Cl 1.78879 11.04651 3.82716
Cl 1.78738 9.31156 1.48633
H 2.08513 11.64793 1.57631
H 3.48701 10.76167 2.22026
F -0.88330 0.61846 -1.99430
O 1.10653 8.33208 5.44981
Cl 2.48378 7.88365 5.59612
O 3.20852 8.84498 6.39299
O 3.08662 7.78128 4.28485
O 2.49505 6.59702 6.24468

***

Record 4
19
Properties=species:S:1:pos:R:3 method="wB97M-V/def2-TZVPD" gap_ev="6.46 / 4.21" s2=0.7580 e_homo_ha="-0.10484 / -0.09959" e_tot_ha=-402.2452 charge=-1 spin_multiplicity=2 e_lumo_ev="3.608 / 1.503"
C -1.23908 0.15392 -1.03864
C 0.11451 0.13409 -0.32738
C 0.16799 0.94145 0.95670
C -0.49323 2.38835 0.87755
O -0.18333 3.07976 1.98616
N 0.52498 -1.21388 0.05020
C 0.23762 -2.45438 -0.83497
O 1.36635 -2.99195 -1.25248
H -1.77085 -0.77072 -0.80840
H -1.87056 0.99045 -0.76033
H -1.12621 0.15912 -2.12439
H 0.87984 0.51533 -1.01803
H 1.17414 1.11200 1.37048
H -0.35418 0.42789 1.78243
H -1.57572 2.24713 0.76460
H -0.02214 2.84953 0.00350
H 1.53465 -1.25510 0.12689
H -0.36620 -3.12055 -0.17638
H -0.41385 -2.10036 -1.66809